The following is a quantum chemistry calculation of a cluster of 3 separate species, C10H15NO4 in total, from the OMol25 dataset.

Geometry as XYZ:
```
30
Properties=species:S:1:pos:R:3:lowdin_charge:R:1
C 1.62913 1.67915 3.50536 -0.02
C 0.39474 2.19303 2.70449 -0.33
O 0.68771 2.77898 1.52901 0.07
C -0.91591 1.96562 3.06412 0.02
C -2.15967 2.14766 2.98012 -0.26
O -3.33780 2.13754 3.06571 0.11
H 1.52184 0.75566 4.06183 0.08
H 1.98476 2.55396 4.05003 0.08
H 2.60276 1.55861 2.87289 0.11
H -0.17440 2.91207 1.07577 0.14
C 2.17732 -0.70555 -1.42425 0.00
N 1.03828 -0.94859 -2.32560 -0.13
C 0.82345 -2.23259 -2.89198 -0.05
C -0.05787 -0.21492 -2.13946 -0.62
O -0.14288 0.80496 -1.51886 0.06
O -1.18822 -0.69655 -2.84731 0.06
H 3.04502 -0.46623 -2.00518 0.08
H 1.81767 0.22374 -0.97143 0.08
H 2.28840 -1.62288 -0.82113 0.10
H 1.79556 -2.68641 -3.25362 0.13
H 0.39825 -2.94643 -2.28705 0.02
H 0.24006 -2.07179 -3.72622 0.07
H -1.88005 -0.03662 -2.86301 0.11
C -1.01773 -1.61047 0.14524 0.10
C -0.71964 -2.76348 -0.12331 -0.15
C -0.66292 -4.20198 -0.45012 -0.10
H -0.66648 -0.67561 0.52982 0.04
H -0.63125 -4.85429 0.45008 0.10
H 0.09812 -4.45392 -1.09597 0.03
H -1.44268 -4.50809 -1.10603 0.08
```

As for the LUMO energy: 0.005 hartree. As for the multiplicity: 1. The calculation puts the total energy at -20288.53737 eV. For the HOMO energy, the calculation gives -8.82 eV. As for the energy above the lowest of the compared OMol25 structures with the same formula, charge and spin: 128.61 kcal/mol. Its max |F| is 0.077 hartree/bohr.